# 1
The following is a quantum chemistry calculation of the molecule C4H7NO2, from OMol25.

Properties
lowest unoccupied orbital energy	0.922	eV
total energy	-361.75221	a.u.
net charge	0
Kohn-Sham gap	10.44	eV
SMILES string	O/N=C1/CC[C@H]1O

Geometry (Å):
O  1.3505  -1.8462  1.3309
O  1.7036  1.0660  0.4029
N  0.0855  -1.7891  0.7572
C  -0.7045  1.1471  -0.4078
C  0.6944  0.4970  -0.3727
C  -0.0489  -0.7834  0.0022
C  -1.3089  -0.2589  -0.6507
H  1.2924  -2.6412  1.8759
H  -0.8779  1.9607  -1.1147
H  -2.2619  -0.5070  -0.1812
H  -0.9657  1.4720  0.6078
H  1.0716  0.3689  -1.3981
H  -1.3491  -0.5031  -1.7185
H  1.3187  1.8174  0.8668



# 2
The following is a quantum chemistry calculation of the ion C6H13N with charge +1, from OMol25.

Properties
lowest unoccupied orbital energy (alpha / beta)	-2.811 / -6.727	eV
total energy	-290.87496	a.u.
net charge	+1
Kohn-Sham gap (alpha / beta)	12.49 / 9.31	eV
multiplicity	2

Geometry (Å):
N  -0.2693  -0.0772  -0.1895
C  1.0691  -1.7116  0.9344
C  0.1884  -1.4535  -0.2748
C  -1.0353  0.4564  -1.2956
C  1.5536  -0.2919  1.3358
C  -1.7158  1.7801  -0.9419
C  0.5705  0.6923  0.7459
H  1.6566  -0.1844  2.4074
H  -2.4555  2.0914  -1.6740
H  -2.2809  1.6006  -0.0266
H  1.8828  -2.3776  0.6718
H  -0.1210  1.0218  1.5410
H  0.7925  -1.5275  -1.1878
H  -0.6780  -2.1098  -0.3697
H  -1.7748  -0.2856  -1.5964
H  0.5611  -2.1855  1.7664
H  -0.3440  0.5353  -2.1440
H  -0.9773  2.5708  -0.8380
H  2.5371  -0.1718  0.8749
H  0.8402  1.6277  0.2609